21
Properties=species:S:1:pos:R:3:forces:R:3:lowdin_charge:R:1 method="wB97M-V/def2-TZVPD" homo_ev=-14.18 total_charge=+1 smiles="CC[C@H]([NH3+])C(=O)NC" de_lowest_ev=0.697 orbital_gap_ev=11.04
C 0.007 -2.499 0.085 -0.17 1.14 0.26 -0.06
C -0.491 -1.048 0.292 -0.82 -0.33 0.41 -0.19
C 0.561 0.025 0.218 0.38 0.03 -1.04 -0.23
N 1.596 -0.122 1.300 -0.89 -1.40 -0.48 0.24
C 0.019 1.423 0.453 0.03 0.47 0.57 -0.43
O 0.311 1.910 1.547 -0.18 0.33 0.06 0.06
N -0.718 2.063 -0.449 0.63 -0.73 0.12 0.08
C -1.034 1.618 -1.775 -1.70 -0.57 -1.18 -0.06
H -0.799 -3.097 -0.325 0.07 -0.19 0.03 0.09
H 0.860 -2.507 -0.592 0.03 -0.28 -0.03 0.08
H 0.273 -2.876 1.072 0.22 -0.43 -0.23 0.08
H -0.941 -0.969 1.285 -0.07 -0.02 0.13 0.13
H -1.330 -0.788 -0.359 0.31 -0.03 -0.28 0.12
H 1.086 -0.002 -0.742 0.03 -0.12 0.10 0.16
H 1.328 -0.869 1.947 0.09 0.13 -0.05 0.17
H 1.492 0.791 1.792 0.34 0.64 0.34 0.13
H 2.466 -0.383 0.867 0.73 0.30 0.28 0.17
H -1.133 2.892 -0.078 -0.22 0.64 -0.07 0.16
H -0.437 0.793 -2.155 0.40 0.11 0.36 0.09
H -2.073 1.259 -1.840 0.17 -0.10 0.32 0.10
H -1.041 2.387 -2.545 0.60 0.40 0.39 0.10


21
Properties=species:S:1:pos:R:3:forces:R:3:lowdin_charge:R:1 method="wB97M-V/def2-TZVPD" s_squared=2.0072 homo_ev="-9.83 / -14.37" spin_multiplicity=3 total_charge=+1 de_lowest_ev=3.241 orbital_gap_ev="5.95 / 7.26"
C 1.430 -1.180 1.354 2.88 2.72 9.67 -0.03
C 1.046 -1.568 0.159 -5.49 -5.41 -6.61 -0.05
C 0.160 1.185 -1.145 -0.73 1.65 2.75 -0.18
C -1.499 0.183 0.704 -2.09 1.82 0.32 -0.16
C -0.783 0.158 -0.574 2.72 1.15 0.20 -0.33
N -1.013 -0.754 -1.408 -2.29 -2.93 -2.49 0.18
N 0.745 2.115 -0.093 1.83 -0.88 -2.64 0.04
O -2.470 -0.855 0.760 1.86 -0.80 -0.99 -0.03
H 1.994 -0.278 1.272 0.45 0.66 1.13 0.06
H 1.233 -1.637 2.385 0.54 0.50 -2.00 0.13
H 1.439 -1.158 -0.724 0.80 -0.08 -0.98 0.06
H 0.892 0.712 -1.774 0.29 -0.29 -0.37 0.11
H -0.495 1.817 -1.714 -0.19 0.34 -0.84 0.13
H -2.116 1.156 0.622 1.42 -0.82 0.83 0.19
H -0.718 0.173 1.518 -0.78 0.14 -0.18 0.14
H -1.726 -1.400 -1.021 0.42 -0.24 -1.29 0.15
H -0.521 -0.826 -2.332 -1.07 -0.16 1.39 0.19
H 0.375 -2.513 0.111 1.14 1.85 -0.46 0.14
H 1.694 2.312 -0.550 -1.62 0.56 0.93 0.12
H 1.072 1.508 0.628 0.09 -0.41 1.12 0.01
H -3.233 -0.720 1.310 -0.19 0.63 0.51 0.11


21
Properties=species:S:1:pos:R:3:forces:R:3:lowdin_charge:R:1 method="wB97M-V/def2-TZVPD" homo_ev=-2.58 total_charge=-1 de_lowest_ev=0.777 orbital_gap_ev=6.37
C 1.246 2.865 -0.864 0.08 -0.12 -0.01 -0.17
C 0.317 2.240 -1.894 -0.07 0.04 0.03 -0.39
C -1.104 2.048 -1.352 0.12 -0.04 0.02 -0.76
S -1.219 0.803 -0.022 0.01 0.08 0.00 0.21
H 0.929 3.881 -0.634 -0.05 0.16 0.05 0.06
H 2.283 2.909 -1.213 -0.02 -0.02 0.01 0.05
H 1.199 2.284 0.058 0.03 -0.02 0.01 0.03
H 0.312 2.866 -2.799 -0.09 -0.04 0.01 0.08
H 0.691 1.256 -2.179 0.10 -0.08 -0.05 0.08
H -1.758 1.743 -2.169 -0.05 0.02 -0.17 0.02
H -1.470 3.021 -1.006 -0.04 0.01 0.06 0.03
C -0.462 -2.964 1.863 -0.06 0.00 0.47 -0.23
C 0.234 -2.388 0.900 0.11 0.15 -0.29 -0.26
N -0.203 -2.402 -0.452 -0.04 -0.14 -0.15 -0.02
N -0.054 -2.850 3.240 0.19 0.00 0.00 -0.02
H -1.390 -3.481 1.635 0.02 -0.05 -0.14 0.09
H 1.133 -1.825 1.148 0.00 -0.11 0.14 0.10
H 0.594 -2.522 -1.068 0.04 0.07 0.04 0.05
H -0.575 -1.466 -0.667 -0.14 0.07 0.09 -0.06
H -0.016 -3.750 3.701 -0.09 -0.05 -0.06 0.04
H -0.686 -2.268 3.774 -0.05 0.08 -0.07 0.06


21
Properties=species:S:1:pos:R:3:forces:R:3:lowdin_charge:R:1 method="wB97M-V/def2-TZVPD" homo_ev=-2.72 total_charge=-1 de_lowest_ev=0.829 orbital_gap_ev=6.68
C 0.931 -0.418 -2.386 -0.29 0.00 0.24 -0.12
C -0.406 -0.798 -1.775 -0.54 0.48 0.16 -0.33
C -2.549 0.041 -1.568 0.31 0.22 -0.10 -0.10
N -1.459 0.153 -2.193 0.12 -0.11 -0.07 -0.05
H 1.674 -1.185 -2.166 0.05 -0.06 -0.20 0.06
H 0.798 -0.269 -3.458 0.24 -0.13 -0.09 0.05
H 1.299 0.518 -1.963 -0.08 0.06 0.03 0.06
H -0.398 -0.802 -0.670 0.25 -0.23 -0.28 0.00
H -0.751 -1.779 -2.114 0.30 -0.14 0.01 0.10
H -2.682 -0.679 -0.760 -0.16 -0.03 0.12 0.05
H -3.353 0.727 -1.821 -0.16 -0.05 0.05 0.05
C 1.312 0.610 1.765 -0.41 0.91 0.00 -0.41
C 0.606 -0.476 2.547 -0.28 -0.55 -0.02 -0.75
S -0.971 -0.999 1.786 -0.11 0.06 0.09 0.19
N 0.510 1.849 1.611 0.24 -0.19 0.23 -0.05
H 1.520 0.274 0.749 0.29 -0.24 0.07 0.07
H 2.229 0.916 2.284 0.20 -0.20 -0.24 0.09
H 0.403 -0.132 3.568 0.16 0.08 0.01 0.03
H 1.261 -1.352 2.616 0.07 0.09 0.09 0.03
H 0.462 2.279 2.530 -0.11 0.05 -0.02 0.04
H -0.436 1.523 1.421 -0.12 -0.02 -0.09 -0.01


21
Properties=species:S:1:pos:R:3:forces:R:3:lowdin_charge:R:1 method="wB97M-V/def2-TZVPD" homo_ev=-13.88 total_charge=+1 de_lowest_ev=2.142 orbital_gap_ev=9.58
C -0.871 0.232 0.632 0.19 -0.87 2.57 -0.15
C 0.366 1.236 0.424 -1.47 1.57 2.14 -0.39
C 0.408 -1.737 0.494 -3.90 3.74 1.58 -0.37
C 0.047 2.197 -0.727 1.95 -0.84 1.61 -0.03
C -1.130 -1.152 -1.389 1.97 -0.21 0.44 0.04
N -0.599 -1.013 0.012 1.41 -0.26 -0.49 -0.22
N 1.540 0.459 0.236 -0.08 0.21 -1.00 0.04
S 0.724 -1.651 2.201 0.33 -0.41 0.28 0.91
H -1.174 -0.068 1.690 0.72 1.13 -0.90 0.12
H -1.738 0.507 0.139 -1.68 1.53 -0.51 0.09
H 0.387 1.992 1.345 0.30 -2.19 -1.38 0.19
H 0.767 -2.476 -0.064 1.49 -3.13 -2.25 0.07
H -0.265 1.572 -1.502 -1.09 -0.39 -1.73 0.04
H 1.077 2.510 -0.998 -1.04 1.09 -0.05 0.10
H -0.681 2.902 -0.315 0.36 0.23 -0.93 0.11
H -1.640 -2.087 -1.279 -0.20 -0.71 -1.11 0.10
H -1.841 -0.376 -1.740 0.69 -0.28 0.79 0.11
H -0.182 -1.131 -1.988 -1.30 -0.45 -0.23 0.12
H 2.055 0.655 -0.627 -0.08 -0.03 0.75 0.12
H 2.089 0.418 1.053 1.17 0.03 0.60 0.07
H 0.658 -2.988 2.404 0.26 0.24 -0.18 -0.07


23
Properties=species:S:1:pos:R:3:forces:R:3:lowdin_charge:R:1 method="wB97M-V/def2-TZVPD" homo_ev=-12.07 total_charge=+1 smiles=CS[C@H]1N[C@H]([NH+](C)C)SS1 de_lowest_ev=0.163 orbital_gap_ev=9.27
C -4.195 0.644 -0.649 -0.59 -1.13 2.29 -0.34
S -3.002 0.340 0.714 -0.20 -0.57 -0.72 0.87
C -1.423 0.121 -0.127 -0.88 -0.82 -1.68 -0.95
N -0.432 0.473 0.804 1.84 1.16 1.43 -0.15
C 0.689 -0.359 1.023 -0.76 -2.96 -0.05 -0.49
N 1.711 -0.265 -0.087 0.34 0.89 0.61 -0.21
C 2.113 1.179 -0.284 -0.48 -1.29 -2.44 0.06
C 2.812 -1.213 0.129 -0.32 -1.07 -0.03 -0.01
S -0.093 -2.184 0.919 0.88 1.04 0.48 0.56
S -0.960 -1.564 -0.775 -0.65 -0.37 -0.66 0.53
H -5.106 0.848 -0.014 0.56 -0.60 -1.32 0.07
H -4.239 -0.035 -1.493 -0.40 -0.92 0.64 0.05
H -3.904 1.512 -1.083 0.69 3.01 -1.08 -0.01
H -1.382 0.629 -1.109 -0.11 0.41 0.63 0.08
H -0.887 0.751 1.660 0.38 0.25 0.39 0.10
H 1.265 -0.388 1.983 -0.95 0.90 -0.73 0.16
H 1.294 -0.481 -0.955 -1.35 -0.92 -1.09 0.09
H 1.854 1.398 -1.339 -0.05 0.16 0.60 0.13
H 1.490 1.736 0.342 -0.24 1.27 1.03 0.08
H 3.161 1.248 -0.267 1.26 0.42 0.84 0.09
H 3.642 -1.106 -0.527 0.50 0.78 -0.65 0.11
H 3.087 -1.023 1.124 0.93 -0.14 1.32 0.09
H 2.505 -2.259 0.009 -0.39 0.49 0.19 0.09


21
Properties=species:S:1:pos:R:3:forces:R:3:lowdin_charge:R:1 method="wB97M-V/def2-TZVPD" homo_ev=-8.22 smiles="[H]/N=N/N(C)C(C)(C)C" de_lowest_ev=3.803 orbital_gap_ev=9.29
H 3.974 -0.320 -0.296 -0.87 -0.05 0.37 0.08
N 3.050 0.133 -0.478 -0.83 0.34 -0.01 0.02
N 2.160 -0.249 0.248 -1.23 1.12 -0.88 0.05
N 0.653 0.630 0.003 4.00 -0.03 0.23 -0.12
C 0.614 1.380 -1.243 0.16 -0.48 0.19 -0.12
C -0.366 -0.269 0.335 -3.83 1.27 0.32 -0.56
C -0.612 -1.393 -0.669 -0.43 0.14 -0.32 -0.06
C -1.872 0.857 0.368 2.54 -2.44 -0.24 0.02
C -0.276 -0.793 1.766 0.34 -0.05 -0.08 -0.09
H 0.036 0.898 -2.037 -0.05 -0.07 0.02 0.07
H 0.195 2.369 -1.044 0.02 -0.04 -0.04 0.08
H 1.632 1.515 -1.627 -0.05 -0.04 0.23 0.06
H 0.323 -1.846 -1.009 0.07 0.02 0.23 0.07
H -1.247 -2.179 -0.253 0.06 0.09 0.03 0.08
H -1.117 -1.017 -1.564 0.05 -0.04 0.04 0.07
H -2.676 0.200 0.694 -0.03 0.16 0.08 0.05
H -1.666 1.666 1.066 0.03 -0.12 0.00 0.05
H -2.063 1.222 -0.639 0.08 -0.01 0.04 0.04
H -0.048 0.021 2.458 -0.07 -0.06 -0.06 0.08
H 0.516 -1.542 1.856 -0.03 0.11 -0.03 0.07
H -1.209 -1.281 2.064 0.05 0.17 -0.12 0.08


21
Properties=species:S:1:pos:R:3:forces:R:3:lowdin_charge:R:1 method="wB97M-V/def2-TZVPD" homo_ev=-7.36 smiles="C/C=C/N[C@@H](C)NN" de_lowest_ev=2.685 orbital_gap_ev=8.36
C -2.486 -0.605 -1.617 -0.07 -0.41 0.01 -0.11
C -1.406 -0.599 -0.580 -0.82 -2.61 -0.15 -0.20
C -0.244 -1.271 -0.770 0.04 2.44 -0.26 -0.15
N 0.875 -1.019 0.049 0.44 -1.19 0.22 -0.03
C 0.710 -0.133 1.132 -1.62 2.13 -0.74 -0.38
C 2.022 0.201 1.819 -0.31 -0.20 -0.09 -0.05
N -0.115 1.142 0.563 1.81 -0.51 1.45 -0.14
N 0.493 1.836 -0.506 0.23 -0.17 0.21 -0.02
H -2.101 -0.886 -2.595 0.03 0.09 -0.13 0.07
H -3.254 -1.334 -1.352 -0.21 0.05 -0.03 0.07
H -2.971 0.369 -1.686 0.05 0.05 -0.04 0.07
H -1.782 -0.391 0.418 0.45 0.40 -0.31 0.09
H 0.031 -1.657 -1.743 -0.13 -0.12 -0.08 0.11
H 1.740 -0.886 -0.458 -0.20 -0.17 0.04 0.12
H -0.014 -0.545 1.843 0.11 0.00 0.05 0.14
H 1.852 0.903 2.633 0.06 0.05 -0.02 0.08
H 2.461 -0.712 2.231 -0.05 0.07 -0.02 0.08
H 2.743 0.619 1.120 0.07 0.16 -0.09 0.07
H -0.302 1.796 1.320 0.26 -0.09 -0.12 0.09
H 1.510 1.809 -0.453 -0.03 0.10 0.05 0.06
H 0.235 1.364 -1.368 -0.11 -0.06 0.05 0.06


21
Properties=species:S:1:pos:R:3:forces:R:3:lowdin_charge:R:1 method="wB97M-V/def2-TZVPD" homo_ev=-8.07 smiles="[H]/N=C/NC.C/C=C/N" de_lowest_ev=1.554 orbital_gap_ev=9.00
H -3.423 0.182 2.443 -0.01 0.55 -0.43 0.03
N -3.376 0.750 1.584 0.62 -0.60 0.29 0.04
C -2.166 1.101 1.356 -0.11 0.48 -0.08 -0.34
N -1.844 1.816 0.204 -1.21 -0.70 1.14 -0.10
C -0.473 2.013 -0.168 0.72 -1.01 0.26 -0.12
H -1.328 0.928 2.084 -0.47 0.17 -0.81 0.13
H -2.568 1.700 -0.500 0.42 0.19 0.09 0.12
H -0.430 2.651 -1.066 0.23 -0.21 0.52 0.08
H 0.034 2.471 0.711 -0.06 -0.03 -0.87 0.09
H 0.017 1.010 -0.354 -0.13 1.17 -0.12 0.06
C -0.140 -2.040 -0.821 -1.88 1.14 -0.74 -0.15
C 1.140 -1.311 -1.058 1.94 0.41 1.15 -0.22
C 2.073 -1.158 -0.066 -0.12 -0.01 -1.07 -0.22
N 3.402 -0.645 -0.286 -1.13 0.03 -0.37 0.00
H -0.295 -2.355 0.221 0.13 0.34 -0.25 0.07
H -1.068 -1.430 -1.181 1.48 -0.79 0.86 0.09
H -0.214 -2.931 -1.425 0.16 -0.50 -0.27 0.05
H 1.429 -0.938 -2.080 -0.55 -0.49 1.05 0.11
H 1.891 -1.516 0.992 0.21 0.44 -1.41 0.12
H 3.787 -0.236 0.551 0.13 0.19 -0.21 0.06
H 3.551 -0.064 -1.141 -0.39 -0.77 1.27 0.09


21
Properties=species:S:1:pos:R:3:forces:R:3:lowdin_charge:R:1 method="wB97M-V/def2-TZVPD" homo_ev=-18.24 total_charge=+2 smiles="C=C(C)[C@H]([NH3+])C(N)=[NH2+]" de_lowest_ev=0.651 orbital_gap_ev=10.18
C 1.995 -1.142 -0.677 1.45 0.22 -1.08 0.13
C 1.117 -0.399 -0.102 -2.38 1.36 1.41 -0.39
C 1.151 -0.168 1.358 3.70 -0.23 1.01 -0.05
C -0.105 0.188 -0.824 0.82 -2.61 2.32 -0.20
N 0.133 1.564 -1.145 -1.92 4.17 -0.34 0.25
C -1.324 -0.206 0.029 -1.43 0.53 0.68 -0.25
N -1.463 -1.503 0.288 -0.42 2.42 -0.47 0.28
N -2.209 0.699 0.475 -0.40 -2.18 0.16 0.25
H 1.921 -1.205 -1.762 0.86 -0.90 0.23 0.11
H 2.794 -1.311 0.055 0.36 -1.02 -1.31 0.13
H 0.393 0.436 1.690 -2.12 1.41 1.12 0.04
H 1.174 -1.111 1.932 -0.17 0.44 -0.18 0.12
H 2.112 0.389 1.679 -1.34 -0.90 -0.54 0.15
H -0.158 -0.437 -1.663 -0.52 -0.25 -1.87 0.16
H 0.591 2.147 -0.388 -0.19 -0.98 -0.64 0.22
H -0.786 2.114 -1.342 1.66 -0.98 0.02 0.22
H 0.691 1.721 -2.011 -0.10 -0.46 0.50 0.22
H -0.649 -2.044 0.338 1.29 -1.25 -0.39 0.13
H -2.268 -1.852 0.760 -0.60 -0.23 0.43 0.16
H -2.020 1.646 0.274 -0.39 1.08 0.00 0.10
H -3.093 0.474 1.036 1.82 0.38 -1.06 0.21


22
Properties=species:S:1:pos:R:3:forces:R:3:lowdin_charge:R:1 method="wB97M-V/def2-TZVPD" homo_ev=-8.87 de_lowest_ev=3.922 orbital_gap_ev=9.48
C -0.388 0.026 -0.431 1.63 1.76 -1.81 -0.39
C -1.381 1.142 -0.125 -0.11 -0.24 -0.10 -0.24
C 2.120 1.297 0.794 0.00 0.35 -0.89 0.00
C -0.755 -0.957 -1.509 0.09 0.01 0.08 -0.04
N 0.284 -0.474 0.713 2.03 0.05 0.31 -0.12
C 1.675 0.038 0.082 -0.05 -3.12 3.50 -0.50
N 0.250 -1.889 0.848 0.13 0.05 0.12 0.03
N -2.612 0.631 0.462 -0.04 -0.08 0.07 0.02
O 2.432 -0.846 -0.309 -0.84 1.37 -0.63 0.04
H 0.727 0.642 -0.905 -2.49 -0.19 -0.47 0.19
H 0.474 -2.072 1.821 -0.10 -0.02 -0.10 0.08
H 1.018 -2.293 0.299 -0.11 0.15 0.05 0.07
H -2.400 0.075 1.283 0.01 0.03 0.01 0.07
H -3.107 0.030 -0.187 0.02 0.02 0.00 0.07
H -1.627 1.682 -1.042 0.03 0.03 0.02 0.12
H -0.938 1.842 0.583 0.05 -0.02 -0.07 0.10
H 2.932 1.757 0.232 -0.01 0.08 0.04 0.09
H 1.299 1.999 0.913 0.03 0.01 0.07 0.07
H 2.499 1.004 1.774 -0.15 -0.16 -0.08 0.10
H -1.378 -1.743 -1.080 -0.03 0.01 -0.06 0.08
H 0.154 -1.427 -1.888 -0.10 -0.08 -0.04 0.09
H -1.277 -0.463 -2.327 0.01 0.00 -0.02 0.09


22
Properties=species:S:1:pos:R:3:forces:R:3:lowdin_charge:R:1 method="wB97M-V/def2-TZVPD" homo_ev="-8.28 / -8.28" de_lowest_ev=5.606 orbital_gap_ev="7.56 / 7.56"
C 0.243 -0.828 -1.223 -0.12 0.03 0.07 0.14
C -1.969 0.107 1.337 0.17 0.06 0.01 -0.07
C 1.978 1.252 0.656 -0.15 -0.03 0.03 -0.13
C -0.212 -1.177 -2.564 0.01 0.09 -0.04 -0.04
N -0.713 -0.320 0.751 0.09 -0.09 -0.43 -0.18
N 1.025 1.190 -0.437 -0.09 -0.26 -0.19 0.02
C -0.238 0.398 -0.524 0.00 0.29 0.51 -0.78
N 0.237 -0.886 1.625 -0.05 0.13 -0.10 0.03
O -1.176 1.049 -1.110 0.12 -0.19 0.01 -0.11
H 0.822 2.080 -0.876 -0.05 -0.09 0.07 0.11
H 0.910 -1.489 -0.677 0.04 0.04 0.03 0.12
H -0.159 -1.728 2.035 -0.01 0.07 -0.03 0.08
H 0.450 -0.245 2.391 -0.04 -0.04 -0.07 0.08
H -2.573 0.551 0.549 0.03 -0.02 0.01 0.07
H -2.488 -0.747 1.781 0.03 0.03 -0.03 0.08
H -1.803 0.860 2.123 -0.01 -0.04 -0.04 0.08
H 1.547 1.660 1.584 0.03 -0.03 -0.05 0.07
H 2.810 1.897 0.366 -0.06 -0.04 0.00 0.08
H 2.373 0.263 0.877 0.02 0.03 0.00 0.06
H -0.971 -1.967 -2.472 0.06 0.05 0.08 0.12
H -0.689 -0.313 -3.029 0.02 -0.01 0.07 0.09
H 0.595 -1.607 -3.164 -0.04 0.02 0.08 0.09